# 1
58
Properties=species:S:1:pos:R:3:forces:R:3:nbo_charge:R:1 method="wB97M-V/def2-TZVPD" multiplicity=1 e_homo_ev=-17.5 charge=+3
C -1.7907 -4.3513 0.4906 0.002 0.014 -0.020 -0.24
C -1.1233 1.6635 -4.5769 -0.002 0.013 0.053 -0.08
H -1.7206 2.6131 -1.4112 -0.005 -0.011 0.016 0.23
H 0.4822 2.3748 -0.5087 0.001 0.009 0.007 0.23
C -1.6840 -3.0866 -0.0632 -0.017 -0.018 -0.025 0.05
H 5.0297 0.5794 -0.8687 -0.006 -0.004 0.000 0.26
Mo -1.3152 0.0083 0.1375 -0.164 -0.464 -0.352 1.44
N -1.1828 0.6785 -1.9578 0.012 0.373 0.029 -0.52
H -1.6670 3.5420 -3.6590 -0.004 -0.005 -0.007 0.27
H -2.9486 -0.2314 2.2604 0.026 -0.090 0.050 0.55
C 3.3058 -0.6527 -0.5574 -0.007 -0.024 -0.053 -0.18
N -1.0247 -2.0949 0.5681 0.069 0.171 0.239 -0.51
H -0.6353 -0.3658 -5.1026 0.002 -0.007 0.002 0.27
C -1.1685 -4.6205 1.6988 0.004 0.009 0.003 -0.06
C -1.5034 0.7825 3.1940 0.027 -0.048 -0.011 -0.11
O -4.6242 0.6572 1.4234 -0.183 0.086 0.069 -0.72
H 3.4225 -2.4305 0.7128 -0.010 0.008 -0.002 0.23
Se -2.3776 -2.8019 -1.8302 0.020 -0.003 -0.030 0.37
H 3.7381 -0.9033 1.5741 0.007 -0.002 -0.010 0.22
N 0.7505 -0.2827 -0.1453 -0.071 0.005 0.084 -0.48
H -1.2422 -5.6048 2.1434 0.004 0.004 0.000 0.27
C 0.8214 3.6718 1.1640 0.008 -0.002 -0.007 -0.21
O -3.3757 -0.5663 -0.1674 -0.125 -0.061 -0.039 -0.79
C 3.9664 0.7309 -0.6845 0.039 0.009 0.015 -0.59
C -1.4351 2.4960 -3.5144 0.011 -0.032 -0.056 -0.20
H -2.3557 1.2177 3.7145 -0.004 0.032 -0.012 0.26
C -1.4603 1.9730 -2.2393 -0.029 -0.024 -0.012 0.04
C 0.5761 3.8570 2.5207 -0.015 -0.005 0.023 -0.07
H 4.9428 -1.5703 0.4740 -0.004 -0.005 -0.004 0.26
H -1.1021 2.0336 -5.5936 -0.005 0.004 0.003 0.27
O -2.7656 1.5707 0.2657 0.242 0.008 0.053 -0.77
O -4.8532 1.1976 -0.8774 -0.120 0.102 -0.224 -0.63
H -0.9111 0.2094 3.9088 0.001 0.016 0.025 0.24
C -0.1766 2.9158 3.2020 0.025 0.012 -0.006 -0.21
C 3.4384 -1.4552 -1.8669 0.024 0.018 0.005 -0.59
C -0.8884 -0.1296 -2.9990 0.016 -0.017 0.024 0.04
H 0.1538 -3.8093 3.2054 -0.006 0.001 0.000 0.27
H -0.3883 3.0263 4.2578 -0.003 0.000 -0.002 0.27
O -1.9822 -0.1285 2.1743 0.006 0.154 -0.021 -0.66
C 3.8730 -1.4409 0.6350 0.023 0.009 0.017 -0.59
H 3.5588 1.2977 -1.5221 -0.007 -0.008 0.006 0.22
H -2.3210 -5.1252 -0.0483 -0.004 0.005 -0.004 0.28
H 4.4992 -1.6318 -2.0439 0.000 0.009 0.013 0.26
C -0.6761 1.8263 2.5139 -0.017 -0.050 -0.025 0.21
Se -0.4155 -1.9739 -2.7454 -0.018 0.007 0.009 0.30
N -0.4395 1.6477 1.2015 0.071 0.117 -0.033 -0.43
C -0.8550 0.3307 -4.3049 -0.007 0.000 -0.004 -0.23
C -0.3999 -3.6255 2.2954 0.002 -0.013 0.003 -0.22
H 3.0457 -0.9000 -2.7196 -0.010 -0.009 0.006 0.22
C 1.8744 -0.4426 -0.3222 0.078 -0.021 0.007 0.66
C -0.3475 -2.3878 1.7034 0.004 -0.022 -0.005 0.07
C 0.3024 2.5635 0.5399 0.005 -0.019 -0.004 0.06
H 3.8657 1.3101 0.2341 -0.006 -0.007 -0.008 0.22
H 0.9632 4.7260 3.0370 0.002 -0.006 0.002 0.27
H 0.2378 -1.5878 2.1359 -0.007 0.005 -0.001 0.22
H 1.4069 4.3808 0.5955 -0.002 -0.004 -0.002 0.27
Cl -4.0414 0.7433 0.1463 0.128 -0.231 0.219 2.55
H 2.9437 -2.4242 -1.7983 -0.004 0.009 -0.001 0.23


# 2
9
Properties=species:S:1:pos:R:3:forces:R:3:nbo_charge:R:1 method="wB97M-V/def2-TZVPD" multiplicity=1 e_homo_ev=-9.2 relative_energy_ev=0.415
S -2.0556 1.0498 0.3705 -1.772 -0.710 0.024 0.02
C -0.8258 -0.2368 0.0433 -0.467 1.880 -0.208 0.17
C 0.3961 0.6593 -0.2007 3.249 -1.688 1.289 -0.71
N -0.8277 -1.4711 0.0025 -0.420 -1.572 -0.362 -0.65
I -4.4111 0.1267 0.5329 1.707 0.319 -0.067 0.02
H 1.1651 0.0570 -0.9214 -1.978 1.785 1.592 0.26
H 0.9485 0.7602 0.8429 -0.957 -0.424 -2.009 0.25
H 0.2134 1.7187 -0.4541 -0.136 -0.796 -0.466 0.25
H -1.7050 -2.0333 0.0904 0.773 1.206 0.207 0.38


# 3
125
Properties=species:S:1:pos:R:3:forces:R:3:lowdin_charge:R:1 method="wB97M-V/def2-TZVPD" multiplicity=1 e_homo_ev=-10.4 relative_energy_ev=0.000 charge=+1
C -8.2249 -6.1003 -6.6910 -0.026 -0.004 -0.025 -0.01
H 6.5291 5.3171 5.6020 -0.004 0.005 0.001 0.09
C 5.6546 7.1521 -2.6574 -0.013 0.036 -0.027 -0.02
H 3.4132 9.6461 7.9636 -0.002 0.011 -0.004 0.11
H -3.0879 -1.0328 -2.1422 -0.194 -0.137 -0.103 0.16
F 5.4975 1.3132 2.4828 0.079 0.056 0.065 0.04
H 3.3379 0.0677 2.2453 0.081 0.162 -0.082 0.07
C 6.2175 5.0715 -1.5534 -0.001 -0.032 0.027 -0.01
F 1.4241 0.1905 -3.0879 -0.037 -0.080 -0.149 0.02
C 5.4423 3.6279 2.8764 -0.022 0.024 -0.042 -0.02
H -6.7125 -1.1052 0.5492 0.029 -0.092 -0.146 0.10
H -0.8317 -4.5047 0.0151 -0.002 0.058 -0.061 0.08
C -9.1918 -5.6635 -5.7968 0.015 0.011 0.012 -0.07
C 6.3128 4.4786 4.9537 0.003 0.030 0.037 -0.09
O -7.4493 -3.1619 -0.7100 0.016 0.055 -0.345 -0.15
H 2.6509 -0.3448 -0.5556 -0.040 0.166 0.017 0.11
S -2.5332 -5.6847 -1.1389 -0.057 0.048 -0.028 0.90
S -6.5060 -3.6615 0.2011 -0.476 0.352 0.328 0.65
H -5.4915 -5.8514 -4.7034 0.002 -0.018 -0.012 0.11
H -4.4195 -3.9743 -2.0118 0.100 0.110 0.116 0.06
H 6.9414 5.2482 0.4522 0.004 -0.007 0.013 0.10
C -0.5101 -0.2076 -0.4713 0.373 -0.102 -0.213 -0.17
H -4.6514 -1.5983 -3.9203 -0.167 -0.066 -0.100 0.09
F -5.9658 -6.5781 -7.1250 0.002 0.003 -0.003 0.06
C 6.0144 7.8460 -1.5104 0.005 -0.020 0.021 -0.08
H -1.7909 -2.7086 0.9212 -0.184 -0.119 0.307 0.14
C 5.3706 9.1552 8.6909 -0.001 0.000 0.004 -0.09
C 3.7235 0.0106 -3.5539 0.024 -0.041 0.001 -0.03
H -0.5542 -0.9010 0.3779 -0.202 0.110 0.087 0.12
O -5.6119 -0.9276 -1.5110 -0.106 -0.151 0.326 0.05
C 0.5182 0.8705 -0.1286 0.217 -0.007 0.084 -0.17
H 6.7579 7.7136 0.4966 0.006 0.003 0.009 0.10
H -1.5306 -2.5360 -1.3403 -0.019 0.016 -0.080 0.13
O -4.9755 -1.3588 3.2697 -0.263 -0.056 -0.262 0.03
C -4.8776 -3.0244 -2.2776 -0.240 -0.556 -0.306 -0.18
C -6.5325 -5.7850 -4.9923 0.057 0.033 0.052 -0.02
C 6.4761 7.1655 -0.3920 -0.008 0.011 0.006 -0.09
H 3.9304 8.9971 5.6157 0.006 -0.010 -0.008 0.12
H 6.5828 1.0922 4.8181 0.006 -0.003 -0.016 0.12
C 3.4747 -0.6373 1.4318 -0.238 -0.566 -0.116 -0.06
C 6.3499 2.1074 4.5273 0.015 -0.030 0.024 -0.02
H -2.6721 -0.5810 0.8058 -0.194 -0.039 0.098 0.13
N -2.4865 -2.6586 -1.0348 -0.017 0.084 0.298 0.03
H 1.6159 2.6521 -3.8539 -0.007 -0.013 -0.007 0.12
H 3.6958 -1.0264 -3.2475 -0.017 -0.004 -0.014 0.12
C -2.5070 -3.2586 0.2892 0.245 -0.027 -0.270 -0.31
C 0.1855 -6.1529 -1.7307 -0.003 0.106 0.004 -0.16
O -6.8331 -3.8961 1.5481 0.110 -0.317 0.169 -0.21
H 1.7877 -1.5318 0.3978 -0.108 0.057 0.066 0.11
C -7.5118 -5.3435 -4.1139 0.002 0.008 0.018 -0.09
F 5.4131 5.0857 -3.7589 0.085 0.142 0.003 0.04
H -9.5980 -4.9391 -3.8178 -0.006 -0.006 0.001 0.10
H -3.6813 0.4761 -0.2285 -0.052 -0.002 0.172 0.13
C -3.2770 -1.4571 -1.1540 0.257 -0.190 0.573 -0.22
C 2.5744 0.7709 -3.5284 0.035 -0.006 0.090 -0.29
C 5.7653 5.7779 -2.6488 0.000 -0.061 0.028 -0.28
C -4.7277 -1.9597 -1.1922 0.070 0.586 -1.254 -0.38
H 5.8131 0.0394 -4.0125 0.004 -0.004 0.003 0.11
H 1.1128 1.1302 -1.0055 -0.175 0.144 -0.121 0.11
C 2.5439 2.0981 -3.8986 -0.013 0.029 0.046 -0.01
C -8.8403 -5.2825 -4.5089 0.000 0.018 -0.006 -0.09
H -8.4757 -6.3967 -7.7000 0.011 -0.013 0.000 0.12
H 5.8240 2.4247 -4.6678 0.001 0.007 0.000 0.11
C 6.9201 8.3018 7.0561 0.038 -0.024 0.006 -0.02
H -5.1055 -0.4687 0.8052 0.132 0.002 0.000 0.12
C -6.9121 -6.1525 -6.2676 -0.010 0.000 0.003 -0.28
H 7.8926 7.9211 6.7748 0.002 0.014 -0.016 0.12
H 0.8594 -6.8635 -2.2081 -0.013 -0.050 0.018 0.08
C 6.5775 5.7813 -0.4165 -0.006 0.010 0.005 -0.08
C 5.9307 8.4313 6.1032 0.010 -0.004 0.033 -0.29
O -1.7738 0.3814 -0.7536 -0.043 0.047 0.127 -0.10
F 6.2084 8.0711 4.8296 -0.012 -0.028 -0.042 0.04
H 5.2978 7.6601 -3.5427 -0.004 -0.011 -0.005 0.12
H -10.2260 -5.6214 -6.1104 -0.003 0.005 -0.009 0.11
H -3.6431 -2.1334 1.6401 -0.158 0.136 -0.064 0.11
C 2.2976 -0.5588 0.4614 0.291 -0.198 -0.073 -0.27
C 4.8988 0.6164 -3.9783 -0.004 0.019 0.013 -0.07
H 7.3927 8.5842 9.1229 0.004 -0.008 0.002 0.11
C 4.6712 8.9102 6.3986 -0.040 0.003 -0.019 -0.02
C -1.1476 -6.8183 -1.4189 0.074 -0.115 0.010 -0.52
H -0.1713 -0.7683 -1.3497 -0.045 -0.045 0.013 0.12
C -4.2683 -5.5665 1.9396 -0.184 0.015 0.081 -0.09
C -4.3077 -2.5902 -3.6283 0.474 0.110 0.245 -0.04
H 4.4140 -0.4597 0.9164 0.055 0.236 0.125 0.07
H -3.2170 -2.5769 -3.6162 -0.011 -0.065 0.003 0.08
H 3.7317 3.7336 -4.5878 0.010 0.011 -0.019 0.10
H 0.0529 -5.3091 -2.4097 -0.010 -0.027 -0.035 0.07
C -5.7477 -1.3191 0.9950 -0.402 -0.026 0.266 -0.15
H -7.2330 -5.0481 -3.1098 -0.016 -0.028 0.016 0.08
H 7.0910 3.0161 6.3165 -0.007 -0.006 0.008 0.11
C 6.6294 8.6723 8.3615 -0.023 0.004 0.003 -0.08
C -1.8938 -4.6622 0.2109 0.158 -0.027 -0.135 -0.40
H -5.1191 -0.1417 -1.7722 -0.021 0.064 0.089 0.13
H -3.1646 -3.9352 2.8024 0.065 0.085 -0.092 0.14
C 5.7653 2.3559 3.3032 0.009 0.030 -0.033 -0.28
H -5.2904 -5.8609 2.1679 -0.038 0.020 -0.052 0.07
C -2.8925 -0.2814 -0.2218 0.131 0.143 -0.489 -0.15
C -4.0696 -4.0628 2.2010 0.019 -0.315 -0.001 -0.18
C 5.7192 4.6959 3.7180 0.019 0.007 0.011 -0.08
H -1.9400 -5.1680 1.1742 -0.105 -0.023 -0.018 0.08
H 4.9856 3.7704 1.9061 -0.016 -0.011 -0.003 0.11
H -4.0491 -5.8915 0.9279 0.063 0.001 -0.014 0.01
C 4.3958 9.2716 7.7097 0.020 -0.006 0.014 -0.08
C 4.9046 1.9532 -4.3492 0.025 0.028 -0.006 -0.09
F -5.8390 -4.9051 -0.3893 0.200 0.164 0.047 -0.06
H 0.6891 -5.7950 -0.8331 -0.014 0.012 0.022 0.06
I -7.8902 -1.1774 3.2431 0.011 0.037 -0.065 1.00
H -4.6042 -3.3167 -4.3809 -0.140 0.080 -0.057 0.08
H -4.8612 -3.7217 2.8552 -0.013 0.127 0.016 0.09
C -5.9075 -1.3717 2.5278 0.435 0.033 0.331 -0.84
H -1.4792 -7.4018 -2.2778 -0.061 -0.006 0.012 0.07
H -3.6320 -6.1360 2.6154 0.045 -0.004 -0.021 0.09
H 0.0022 1.7581 0.2338 -0.050 -0.024 0.052 0.14
O 1.4011 0.4507 0.8879 -0.130 0.030 0.100 -0.14
H -5.9369 -3.1982 -2.4578 -0.057 0.104 0.238 0.09
C -3.8387 -3.0387 1.0791 0.141 0.175 0.233 -0.12
H 5.4721 5.7029 3.4087 0.009 0.014 -0.008 0.10
H 6.2823 3.9926 -1.5974 0.006 -0.003 -0.018 0.12
C 3.7304 2.6923 -4.3059 -0.111 -0.117 -0.044 -0.08
C 6.6259 3.1873 5.3548 -0.008 0.018 -0.022 -0.08
H 5.1504 9.4414 9.7101 -0.002 0.002 0.003 0.10
H 5.9334 8.9245 -1.4934 0.007 0.007 -0.007 0.11
H -1.0639 -7.5079 -0.5793 0.015 -0.002 0.012 0.08
N -5.1326 -2.5108 0.2654 0.332 -0.340 -0.119 -0.05
H 3.5425 -1.6327 1.8741 -0.004 0.017 0.028 0.07


# 4
60
Properties=species:S:1:pos:R:3:forces:R:3:nbo_charge:R:1 method="wB97M-V/def2-TZVPD" multiplicity=1 e_homo_ev=-8.4 relative_energy_ev=1.140
C 2.2901 -2.7884 1.1032 0.085 0.080 -0.126 -0.12
N -0.0875 -2.7224 0.5432 -0.096 -0.405 -0.065 -0.63
C -5.9092 1.6086 -1.3581 0.111 0.045 -0.077 0.20
C -5.8971 0.7286 -3.5764 0.000 0.038 0.089 -0.17
N 0.3517 -0.5609 -0.2204 0.259 0.088 -0.074 -0.54
H -5.4086 3.5358 -0.5748 -0.030 -0.142 0.135 0.25
C 1.2191 -3.1723 0.1071 0.082 0.084 -0.136 -0.05
C -2.9577 3.0734 -0.5423 0.070 -0.126 0.139 0.66
H -0.5809 -3.2690 1.2319 -0.024 0.152 -0.022 0.41
H 7.6550 0.2686 2.6846 0.108 0.026 0.065 0.22
O 2.7106 -0.7215 -0.0924 0.345 0.017 0.020 -0.52
O 4.4587 0.0603 1.6414 -0.274 -0.218 -0.192 -0.49
H -1.9568 0.5376 -0.7744 -0.049 -0.051 0.006 0.23
H 0.6724 -2.6593 -1.9183 0.015 0.014 -0.005 0.23
C -7.0256 -0.0046 -3.2392 0.007 0.026 0.048 -0.27
C -0.4503 -1.4067 0.5213 -0.265 -0.345 0.087 0.80
H 0.8655 -0.2213 -2.7919 -0.087 -0.010 -0.041 0.22
H -0.8660 4.5572 0.1728 -0.027 0.098 -0.009 0.23
C 2.5973 -3.6039 2.1871 0.085 0.082 0.000 -0.21
C 1.4841 -2.4707 -1.2163 0.030 0.034 0.303 -0.43
C 3.5480 -3.2071 3.1015 -0.101 -0.140 0.005 -0.21
O -3.2084 4.1348 -1.0823 0.038 0.228 -0.114 -0.63
C 6.8544 -0.1613 2.0891 -0.418 0.066 -0.002 -0.64
H 1.4401 3.7962 0.6844 0.054 0.057 0.030 0.22
C -0.5954 3.5155 0.0935 -0.089 0.014 -0.012 -0.17
C -5.3269 1.5515 -2.6218 -0.105 -0.073 -0.016 -0.25
C 0.0549 0.8271 -0.1302 -0.097 0.318 0.136 0.24
H 1.1825 -4.2601 -0.0116 0.031 0.165 0.009 0.22
C 1.5700 -0.9763 -0.9009 -0.282 -0.243 -0.708 0.43
C 5.5332 0.5189 2.4358 0.446 0.082 0.201 -0.06
C -5.3223 2.4841 -0.2800 -0.053 0.204 -0.073 -0.27
H -7.5023 -0.6567 -3.9545 -0.054 -0.061 -0.033 0.22
C 0.6881 3.0854 0.3754 -0.075 0.097 -0.021 -0.21
C 1.7624 -0.1643 -2.1819 0.136 -0.151 0.366 -0.62
O -1.4549 -1.0269 1.0897 -0.220 0.100 0.258 -0.65
H 2.6056 -0.5669 -2.7360 0.074 -0.043 -0.037 0.22
C -1.5665 2.5960 -0.2850 0.322 -0.038 -0.116 -0.14
C 3.9145 -1.1619 1.8832 -0.186 0.006 -0.175 0.26
H 5.3034 0.4075 3.5028 -0.034 0.056 -0.103 0.17
H -8.4064 -0.4221 -1.6376 -0.068 -0.089 -0.070 0.19
H 5.5963 1.5868 2.2087 -0.027 -0.134 0.120 0.20
N -6.9850 0.9055 -1.0359 -0.042 0.186 0.461 -0.43
H 1.9674 0.8741 -1.9427 0.011 0.061 -0.064 0.24
H -4.4556 2.1493 -2.8411 0.101 0.070 -0.024 0.23
C -7.5278 0.1251 -1.9544 -0.140 -0.234 -0.351 0.04
H 7.0779 -0.0128 1.0357 0.053 0.015 -0.082 0.22
H 2.0866 -4.5485 2.2991 -0.058 -0.134 0.016 0.21
C 4.2057 -1.9940 2.9525 0.099 0.248 -0.030 -0.28
H -5.8687 2.3174 0.6511 0.035 0.031 -0.136 0.22
C -1.2299 1.2563 -0.4292 0.063 0.233 -0.024 -0.20
H -5.4731 0.6618 -4.5683 0.025 0.003 -0.056 0.22
C 2.9408 -1.5733 0.9497 0.156 -0.054 0.198 0.31
C 1.0143 1.7429 0.2883 -0.067 -0.171 0.000 -0.25
H 4.9383 -1.7062 3.6891 0.097 0.076 0.029 0.22
H -3.6432 1.3662 0.3551 0.081 0.099 0.017 0.41
H 3.7879 -3.8383 3.9430 0.030 -0.054 0.080 0.22
H 2.0093 1.4063 0.5364 0.052 -0.039 0.034 0.24
H 6.8049 -1.2302 2.2819 0.062 -0.078 0.021 0.21
H 2.4281 -2.8003 -1.6501 0.011 0.080 -0.003 0.23
N -3.9132 2.2293 -0.0908 -0.205 -0.245 0.125 -0.60


# 5
9
Properties=species:S:1:pos:R:3:forces:R:3:nbo_charge:R:1 method="wB97M-V/def2-TZVPD" multiplicity=1 e_homo_ev="-10.3 / -9.7" relative_energy_ev=3.686
N 1.4612 2.2466 0.7333 -0.022 1.351 0.717 -0.23
H -2.2745 0.5168 -0.6459 -0.049 -1.275 0.764 0.18
Cl 2.1254 -1.6018 0.8771 -0.352 0.283 -0.565 -0.25
C -2.1591 -0.2858 0.1334 0.924 2.135 -0.010 -0.49
H -1.9740 -1.3088 -0.0955 -0.184 -0.506 -0.282 0.17
O 1.9232 -0.4552 -1.8873 0.471 0.176 -0.947 -0.93
H -1.8795 0.0919 1.1317 -0.357 -0.400 -0.553 0.17
P 1.2999 -0.3852 -0.5784 -0.433 -0.209 2.222 1.51
C 1.4773 1.1814 0.3316 0.002 -1.554 -1.346 -0.14


# 6
17
Properties=species:S:1:pos:R:3:forces:R:3:nbo_charge:R:1 method="wB97M-V/def2-TZVPD" multiplicity=1 e_homo_ev=-13.6 relative_energy_ev=2.753 charge=+1
H -2.3848 -1.9723 0.4141 -0.010 0.101 0.024 0.27
C 0.1564 1.2273 -0.0082 0.036 0.156 0.006 -0.51
H 2.8884 0.3869 -0.8892 0.117 -0.119 0.249 0.45
H 1.6633 -1.9864 -0.0065 0.272 -0.134 -0.010 0.24
H -3.0935 -1.2098 -1.0164 -0.031 -0.037 0.032 0.26
C 1.5238 -0.9219 -0.0037 -3.547 0.566 0.005 -0.21
H 0.5811 1.7004 -0.8993 0.026 0.063 -0.046 0.22
C -2.7358 -1.0284 -0.0017 -0.581 -0.365 -0.007 -0.72
C -1.3409 1.2343 0.0038 0.218 0.198 0.028 -0.23
H 2.7333 0.5875 0.7576 0.170 -0.154 -0.195 0.45
H 3.5861 -0.7185 0.1517 -0.094 0.230 -0.012 0.45
H -3.5639 -0.6708 0.6173 -0.036 -0.058 -0.077 0.27
N 2.7737 -0.1112 0.0039 -0.234 0.155 -0.048 -0.69
C 0.3002 -0.2952 -0.0063 0.050 0.204 -0.019 0.05
H -1.9887 2.0955 0.0107 -0.188 0.099 0.017 0.25
C -1.6953 -0.0300 0.0016 3.819 -0.948 0.020 0.25
H 0.5965 1.7126 0.8707 0.013 0.045 0.034 0.22


| no. | DFT total energy (Eh) |
| --- | --- |
| 1 | -6739.88713 |
| 2 | -829.20763 |
| 3 | -4118.87851 |
| 4 | -1526.42897 |
| 5 | -1009.44986 |
| 6 | -288.98180 |